Entry 1:
155
Properties=species:S:1:pos:R:3 method="wB97M-V/def2-TZVPD" gap_ev=7.2 max_force_ev_per_a=8.5 total_charge=-1 homo_energy_ev=-5.22
C -3.54712 1.04107 0.58239
C -1.87077 1.21505 0.51567
C -1.39583 0.04100 -0.44831
F -2.33431 0.15779 -1.62869
P 0.45269 -0.20123 -0.90564
I 0.74161 -0.58386 1.54056
C 2.25299 -0.66300 -1.31346
C 3.20152 -1.43722 -0.25676
C 4.23625 -0.46825 0.63728
C 5.57052 -1.33949 1.14653
O 5.08919 -2.12093 2.33154
C -0.03522 -2.00005 -1.25809
C -0.08026 -3.07423 -0.04149
C -0.57983 -4.48943 -0.81087
C -0.34133 -5.78124 0.16711
C -1.55029 -5.88700 1.30893
N -0.84390 -5.67203 2.65371
C 0.87916 1.64605 -0.81439
C 1.68501 2.26438 0.41945
S 0.65382 3.11659 1.78869
C 1.70868 2.73724 3.33642
N 1.31137 2.14912 4.66961
N 2.56715 2.09622 5.31834
C 3.70281 2.62509 4.41669
O 3.13041 3.04993 3.12685
C 0.00151 0.17432 -2.76830
O 1.18547 0.30199 -3.67186
C 0.90274 -0.28053 -4.99518
F 0.90215 -1.78705 -5.00110
F 2.07320 0.10694 -5.86859
F -0.29775 0.30260 -5.65110
H -3.89693 1.59535 1.57963
H -3.98457 1.64286 -0.32093
H -3.85219 -0.09730 0.60472
H -1.77354 2.33269 0.13580
H -1.58449 1.22656 1.63980
H -1.79375 -0.95630 0.08216
H 2.31389 -1.39012 -2.26574
H 2.93468 0.25206 -1.67678
H 2.77649 -2.33881 0.33604
H 4.04450 -1.98376 -0.92343
H 3.74910 -0.05867 1.61668
H 4.57034 0.46307 0.00211
H 6.40489 -0.60160 1.56950
H 5.96844 -2.02123 0.28305
H 4.60199 -2.94735 1.99698
H -1.15565 -2.04982 -1.68355
H 0.55273 -2.54691 -2.14245
H -0.97452 -2.92030 0.73620
H 0.92071 -3.40127 0.44168
H -1.70259 -4.35666 -1.11328
H 0.11494 -4.65387 -1.76376
H -0.49362 -6.74766 -0.51707
H 0.73424 -5.87729 0.61732
H -2.34826 -5.06766 1.06109
H -2.10876 -6.93341 1.26872
H -0.14709 -4.90328 2.43818
H -1.53999 -5.36898 3.36983
H 1.58409 1.89735 -1.75552
H -0.01632 2.39364 -1.08384
H 2.24508 3.23822 -0.01155
H 2.56753 1.67330 0.89371
H 4.85758 2.67720 4.66168
H -0.62326 -0.67635 -3.27218
H -0.48412 1.26068 -2.88816
C -1.32207 -11.05785 2.61841
C -1.21172 -10.33146 1.29393
O -1.89321 -9.08768 1.36458
H -2.37212 -11.22986 2.87656
H -0.80551 -12.02099 2.57927
H -0.88971 -10.45834 3.42616
H -1.66444 -10.92392 0.49341
H -0.16508 -10.14419 1.03495
H -1.47816 -8.56574 2.07249
C -3.61228 -2.45222 -6.23076
C -2.59931 -2.29270 -5.11609
O -2.16461 -3.56859 -4.66940
H -4.47441 -3.03306 -5.88695
H -3.96090 -1.47751 -6.58345
H -3.17703 -2.99755 -7.07455
H -3.04462 -1.76686 -4.26638
H -1.72821 -1.72400 -5.45573
H -1.76305 -4.02405 -5.42908
C 8.34090 3.13354 4.91667
C 8.10884 2.42546 3.59803
O 6.84169 2.78772 3.06934
H 7.55667 2.87471 5.63558
H 9.31193 2.86151 5.33988
H 8.30567 4.21985 4.78445
H 8.12286 1.34060 3.73829
H 8.88171 2.68920 2.86952
H 6.84251 3.75167 2.94038
C -7.76346 -2.60981 -5.20678
C -7.51973 -1.12282 -5.05348
O -7.10853 -0.83303 -3.72557
H -8.53144 -2.94830 -4.50359
H -8.08557 -2.84944 -6.22405
H -6.85401 -3.17657 -4.98211
H -8.43636 -0.56154 -5.25731
H -6.74376 -0.77896 -5.74431
H -6.28931 -1.32943 -3.55739
C 2.42956 -7.47244 5.01056
C 2.43650 -7.35931 3.50020
O 1.51431 -8.28263 2.94035
H 2.69421 -8.48837 5.32150
H 3.13871 -6.77010 5.45759
H 1.43088 -7.26729 5.40975
H 3.43049 -7.58651 3.10377
H 2.16020 -6.34969 3.18091
H 0.63355 -8.06701 3.29190
C -4.91234 4.03325 -3.58935
C -3.89938 4.19278 -2.47467
O -3.46468 2.91689 -2.02798
H -5.77447 3.45242 -3.24553
H -5.26097 5.00797 -3.94204
H -4.47710 3.48792 -4.43313
H -4.34468 4.71862 -1.62497
H -3.02827 4.76148 -2.81431
H -3.06311 2.46143 -2.78766
C -7.44991 7.52003 -1.57529
C -6.53633 6.33502 -1.34039
O -5.20314 6.67277 -1.69386
H -7.41664 7.82933 -2.62509
H -8.48257 7.27469 -1.31180
H -7.12888 8.38070 -0.97948
H -6.84722 5.48431 -1.95392
H -6.55408 6.02780 -0.29019
H -4.93355 7.42353 -1.13754
C -4.02842 10.92731 -2.71900
C -2.98664 10.97961 -1.62080
O -2.66999 9.66426 -1.18954
H -4.93688 10.42971 -2.36414
H -4.28697 11.93385 -3.05963
H -3.66178 10.34915 -3.57346
H -3.36507 11.53929 -0.76037
H -2.07035 11.46424 -1.97172
H -2.32681 9.17814 -1.95878
C 8.19274 -2.55829 5.49327
C 8.65391 -3.05885 4.14019
O 7.93842 -4.23377 3.78800
H 8.34700 -3.32456 6.25999
H 8.73793 -1.65517 5.78161
H 7.12120 -2.33379 5.47857
H 9.72004 -3.30286 4.16522
H 8.49102 -2.30308 3.36568
H 6.99372 -4.00447 3.76008
C 1.50411 7.91328 2.65808
C 1.69540 7.29161 1.29024
O 3.07694 7.07235 1.04596
H 2.04353 8.86356 2.72764
H 0.44444 8.09292 2.86016
H 1.90653 7.26078 3.43981
H 1.31202 7.95633 0.51052
H 1.16964 6.33462 1.21700
H 3.40583 6.47416 1.73865



Entry 2:
73
Properties=species:S:1:pos:R:3 method="wB97M-V/def2-TZVPD" gap_ev=8.8 max_force_ev_per_a=1.3 total_charge=0 smiles="COC[C@H](C)N.COC[C@H](C)N.COC[C@H](C)N.NC(N)=O.NC(N)=O.O.O" de_lowest_kj_mol=0.0 homo_energy_ev=-8.54
C 0.40323 2.81349 -2.41971
C 1.43366 3.67604 -1.69669
C 0.84909 5.02000 -1.39158
O 1.77489 5.85478 -0.75394
C 1.35710 7.19974 -0.71912
N 1.88871 3.02915 -0.44841
H -0.41727 2.45584 -1.78486
H 0.86406 1.91127 -2.82866
H -0.12616 3.31862 -3.23720
H 2.30111 3.70709 -2.36221
H -0.05337 4.88346 -0.76289
H 0.40738 5.50163 -2.28237
H 0.31182 7.29289 -0.40161
H 1.41211 7.64583 -1.72079
H 2.04897 7.68773 -0.03880
H 1.66475 2.03748 -0.47386
H 1.34790 3.37642 0.33707
C -1.61555 -2.60517 -3.33765
C -2.10073 -2.99923 -1.95043
C -2.48874 -4.46412 -1.88959
O -3.46698 -4.72174 -2.88053
C -3.97986 -6.02818 -2.78709
N -1.16647 -2.74262 -0.83803
H -1.03077 -3.40665 -3.78963
H -1.05621 -1.66615 -3.32086
H -2.47819 -2.36396 -3.96436
H -3.03198 -2.46956 -1.71560
H -2.85479 -4.75765 -0.90415
H -1.58366 -5.05589 -2.13331
H -3.23234 -6.75426 -3.12619
H -4.82747 -6.09754 -3.47427
H -4.36909 -6.25938 -1.79116
H -0.93440 -1.75315 -0.90882
H -0.30161 -3.23436 -1.06289
C 3.11233 -0.78892 -1.68476
C 2.29291 -1.33775 -0.54045
C 2.94560 -2.50955 0.15932
O 2.02753 -2.94798 1.13328
C 2.55841 -3.91585 1.99578
N 1.94058 -0.25887 0.41920
H 4.09804 -0.40873 -1.41433
H 2.54992 -0.08602 -2.29510
H 3.32728 -1.63236 -2.35972
H 1.36880 -1.75534 -0.94934
H 3.93055 -2.27712 0.58811
H 3.09851 -3.32386 -0.57223
H 3.43564 -3.53682 2.53505
H 2.91519 -4.81054 1.45706
H 1.76316 -4.22581 2.66742
H 1.71699 -0.66758 1.32575
H 2.82112 0.23935 0.52255
O -1.03909 0.21647 0.26144
H -0.90140 1.14006 0.52286
H -0.16467 -0.17835 0.41257
O -3.76305 0.93577 1.09386
H -2.88305 0.84041 0.70288
H -3.94531 1.87798 1.06869
C 0.77547 -1.06726 4.04849
O 1.90441 -0.93269 3.60923
N -0.33208 -0.49837 3.47115
N 0.49728 -1.89313 5.11018
H -0.24396 0.16175 2.72165
H -1.26479 -0.71393 3.77289
H -0.40721 -2.04856 5.51344
H 1.28419 -2.28657 5.59199
C -1.37996 3.42337 2.29206
O -0.91146 3.12255 1.19885
N -0.68803 3.18543 3.45674
N -2.64067 3.95134 2.44597
H 0.22370 2.78469 3.33775
H -0.97392 3.59367 4.32718
H -2.84874 4.43237 3.30287
H -3.14939 4.16487 1.60981